Molecular formula: C60H50I2N3O4PSe2TaTe
Method: DFT, wB97M-V/def2-TZVPD

Each line ends with the Löwdin charge.
Element x y z (Å)
Ta 0.8411 0.0224 0.2475  1.32
I -0.5597 4.1375 -0.2982  1.12
C -0.8922 2.9165 -1.9745  -0.58
C -1.8560 3.3408 -2.8922  -0.22
C -1.9947 2.7288 -4.1072  -0.63
I -3.5371 3.3914 -5.3869  0.95
C -1.1026 1.6983 -4.4846  -0.19
C -1.0714 1.1153 -5.7641  -0.01
C -0.1603 0.1310 -6.0434  0.00
C 0.7462 -0.2465 -5.0528  -0.08
N 0.7734 0.3069 -3.8626  -0.04
C -0.1521 1.2385 -3.5243  -0.16
C -0.0933 1.8072 -2.2121  -0.40
O 0.7576 1.3094 -1.3172  -0.44
H -2.4857 4.1745 -2.6232  0.08
H -1.7558 1.4716 -6.5183  0.07
H -0.1217 -0.3511 -7.0059  0.12
H 1.4839 -1.0079 -5.2469  0.11
C 3.0144 0.8600 7.0755  -0.03
C 2.5736 0.4156 5.7189  -0.25
C 3.0817 -0.7091 5.0900  0.04
C 2.6596 -1.1030 3.8190  -0.05
C 3.3113 -2.2912 3.1942  -0.29
O 4.4597 -2.5633 3.4756  0.11
C 2.5219 -3.1155 2.2426  -0.16
C 1.1310 -3.2320 2.2982  -0.04
C 0.4695 -4.0408 1.3891  -0.08
C 1.1823 -4.7640 0.4428  -0.09
C 2.5644 -4.6730 0.3997  -0.08
C 3.2284 -3.8495 1.2888  -0.02
C 1.7149 -0.3247 3.1404  -0.23
O 1.3283 -0.5506 1.8843  -0.32
C 1.1901 0.8175 3.7855  -0.11
C 1.6121 1.1694 5.0489  0.02
C 0.2038 1.5214 2.9367  -0.21
N 0.5773 2.1361 1.8675  -0.03
C 1.9493 2.5619 1.7189  -0.42
C 2.1536 3.8552 2.4831  -0.49
Te 4.1636 4.5743 2.1177  1.26
C 5.0176 2.6908 2.7051  -0.55
C 5.3501 1.7484 1.7442  -0.18
C 5.8164 0.5020 2.1262  -0.10
C 5.9907 0.2066 3.4674  -0.08
C 5.6831 1.1595 4.4253  -0.09
C 5.1855 2.3953 4.0486  -0.14
C -1.2131 1.3053 3.2063  -0.14
C -1.6317 0.7703 4.4277  0.00
C -2.9776 0.5893 4.6810  -0.06
C -3.9190 0.9118 3.7162  -0.06
C -3.5123 1.4159 2.4902  -0.06
C -2.1728 1.6290 2.2434  -0.05
H 3.7687 0.2001 7.4887  0.08
H 2.1618 0.8880 7.7518  0.09
H 3.4209 1.8688 7.0286  0.08
H 3.8375 -1.3151 5.5684  0.14
H 0.5761 -2.7261 3.0784  0.12
H -0.6070 -4.1277 1.4279  0.10
H 0.6629 -5.4198 -0.2397  0.11
H 3.1242 -5.2502 -0.3207  0.11
H 4.3046 -3.7690 1.2783  0.12
H 1.2002 2.0558 5.5102  0.14
H 2.1380 2.7616 0.6571  0.06
H 2.6821 1.8183 2.0700  0.08
H 1.9920 3.6966 3.5464  0.05
H 1.4596 4.6207 2.1430  0.02
H 5.2451 1.9836 0.6919  0.08
H 6.0480 -0.2319 1.3664  0.10
H 6.3715 -0.7594 3.7603  0.11
H 5.8430 0.9454 5.4709  0.11
H 4.9366 3.1375 4.7970  0.09
H -0.9025 0.5099 5.1801  0.11
H -3.2961 0.1949 5.6331  0.11
H -4.9689 0.7685 3.9175  0.11
H -4.2445 1.6436 1.7314  0.10
H -1.8415 2.0312 1.3017  0.04
Se 0.4376 -1.6258 -1.6671  0.51
P 2.2668 -0.2728 -2.4692  0.56
Se 3.2506 -0.3227 -0.3595  0.50
C 3.1479 -1.5118 -3.4976  -0.41
C 3.7517 -1.1797 -4.7096  -0.12
C 4.4143 -2.1504 -5.4399  -0.06
C 4.4849 -3.4509 -4.9684  -0.06
C 3.9155 -3.7756 -3.7479  -0.06
C 3.2527 -2.8092 -3.0138  -0.12
C 3.2051 1.2913 -2.9364  -0.35
C 2.7662 2.5817 -3.1888  -0.06
C 3.6877 3.6144 -3.3201  -0.06
C 5.0447 3.3650 -3.2479  -0.06
C 5.4872 2.0658 -3.0505  -0.06
C 4.5764 1.0494 -2.8632  -0.18
H 3.7179 -0.1635 -5.0767  0.12
H 4.8813 -1.8860 -6.3759  0.11
H 4.9998 -4.2030 -5.5449  0.11
H 3.9890 -4.7810 -3.3646  0.11
H 2.8168 -3.0631 -2.0570  0.05
H 1.7183 2.8281 -3.2672  0.10
H 3.3281 4.6231 -3.4647  0.11
H 5.7526 4.1750 -3.3350  0.11
H 6.5406 1.8418 -3.0154  0.11
H 4.9298 0.0511 -2.6346  0.09
O -0.9608 -0.1597 0.5077  -0.43
N -2.0612 -0.3913 -0.2631  -0.01
C -3.6702 -1.3531 -2.2426  -0.05
C -4.0436 -1.6176 -0.7799  -0.47
C -5.1384 -0.6158 -0.3489  -0.02
C -2.8372 -1.3370 0.0688  -0.07
C -4.5796 -3.0188 -0.5377  -0.18
C -4.8257 -3.9078 -1.5755  -0.03
C -5.3835 -5.1498 -1.3257  -0.07
C -5.7201 -5.5232 -0.0387  -0.08
C -5.4740 -4.6479 1.0041  -0.07
C -4.9087 -3.4107 0.7566  -0.05
H -3.2256 -0.3636 -2.3111  0.07
H -4.5420 -1.3916 -2.8911  0.09
H -2.9343 -2.0824 -2.5786  0.08
H -4.8463 0.3928 -0.6328  0.09
H -5.2874 -0.6518 0.7281  0.07
H -6.0759 -0.8718 -0.8393  0.10
H -2.6602 -1.9318 0.9663  0.14
H -4.5871 -3.6412 -2.5914  0.10
H -5.5571 -5.8283 -2.1454  0.11
H -6.1690 -6.4865 0.1488  0.11
H -5.7320 -4.9291 2.0135  0.11
H -4.7261 -2.7428 1.5870  0.11

## Properties
relative energy (zero: lowest compared OMol25 entry of this formula, charge and spin): 89.3 kcal per mole
gap between HOMO and LUMO: 6.7 eV
F_max: 3.238 eV/A
charge: +1
E_HOMO: -0.3647 hartree